Density functional theory data (ωB97M-V/def2-TZVPD) for 2 unconnected molecules or ions with the total composition C35H39N4 in a non-equilibrium geometry.

Each line ends with the Löwdin charge.
Positions of all 78 atoms, in Å:
C (0.604, 2.821, 3.926)  -0.054
C (1.944, 3.330, 3.522)  -0.201
C (3.029, 2.459, 3.392)  -0.124
N (2.838, 1.038, 3.596)  -0.039
C (1.947, 0.223, 3.001)  -0.072
N (2.083, -1.018, 3.472)  -0.161
C (1.196, -2.164, 3.277)  -0.037
C (3.129, -1.013, 4.422)  -0.060
C (3.574, 0.258, 4.521)  -0.055
C (4.286, 2.948, 3.026)  -0.203
C (5.442, 2.021, 2.887)  -0.043
C (4.437, 4.303, 2.790)  -0.008
C (3.369, 5.177, 2.895)  -0.273
C (3.560, 6.619, 2.594)  -0.050
C (2.131, 4.676, 3.263)  -0.002
H (-0.113, 3.636, 4.048)  0.078
H (0.209, 2.135, 3.176)  0.058
H (0.666, 2.281, 4.872)  0.088
H (0.404, -1.902, 2.580)  0.056
H (1.758, -3.011, 2.888)  0.085
H (0.745, -2.444, 4.227)  0.090
H (3.481, -1.878, 4.958)  0.112
H (4.344, 0.632, 5.174)  0.116
H (6.313, 2.515, 2.450)  0.083
H (5.738, 1.635, 3.863)  0.071
H (5.175, 1.175, 2.251)  0.087
H (5.401, 4.689, 2.510)  0.119
H (2.633, 7.178, 2.713)  0.077
H (4.306, 7.058, 3.256)  0.087
H (3.901, 6.749, 1.567)  0.085
H (1.293, 5.346, 3.340)  0.113
C (4.112, -2.058, -4.218)  0.016
N (2.742, -1.884, -3.740)  -0.052
C (2.389, -1.417, -2.501)  0.058
C (0.997, -1.395, -2.382)  -0.132
C (0.292, -1.075, -1.194)  0.122
C (-1.121, -0.934, -1.067)  -0.198
C (-1.916, -0.316, -2.059)  -0.002
C (-3.285, -0.281, -1.971)  -0.136
C (-3.931, -0.869, -0.855)  -0.062
N (-5.323, -0.818, -0.734)  -0.042
C (-6.153, -0.071, -1.702)  -0.138
C (-5.543, -0.093, -3.101)  -0.159
C (-4.083, 0.379, -3.061)  -0.132
C (-6.010, -1.323, 0.473)  -0.138
C (-5.282, -2.520, 1.078)  -0.160
C (-3.801, -2.197, 1.311)  -0.136
C (-3.153, -1.489, 0.152)  -0.131
C (-1.786, -1.483, 0.052)  0.039
C (0.476, -1.913, -3.630)  -0.100
C (-0.816, -2.223, -4.069)  -0.013
C (-0.993, -2.727, -5.334)  -0.062
C (0.098, -2.944, -6.179)  -0.066
C (1.380, -2.694, -5.754)  -0.002
C (1.576, -2.185, -4.465)  -0.140
H (4.116, -2.455, -5.232)  0.089
H (4.624, -1.097, -4.212)  0.102
H (4.649, -2.748, -3.568)  0.102
H (3.092, -1.130, -1.736)  0.151
H (0.874, -1.045, -0.287)  0.121
H (-1.428, 0.160, -2.892)  0.137
H (-7.165, -0.488, -1.715)  0.124
H (-6.235, 0.961, -1.346)  0.132
H (-5.585, -1.115, -3.502)  0.122
H (-6.129, 0.527, -3.794)  0.123
H (-4.050, 1.465, -2.908)  0.130
H (-3.598, 0.199, -4.029)  0.122
H (-6.050, -0.505, 1.200)  0.132
H (-7.045, -1.582, 0.225)  0.125
H (-5.760, -2.829, 2.019)  0.122
H (-5.368, -3.380, 0.401)  0.122
H (-3.696, -1.571, 2.205)  0.128
H (-3.243, -3.119, 1.525)  0.124
H (-1.199, -1.956, 0.818)  0.112
H (-1.657, -2.088, -3.419)  0.096
H (-1.986, -2.956, -5.679)  0.108
H (-0.072, -3.313, -7.180)  0.112
H (2.222, -2.876, -6.400)  0.107

Summary:
* net charge: +1
* relative energy (zero: lowest compared OMol25 entry of this formula, charge and spin): 0.167 eV
* maximum force: 3.335 eV Å⁻¹
* Kohn-Sham gap: 5.78 eV
* LUMO: -4.2 eV



Density functional theory data (ωB97M-V/def2-TZVPD) for a molecular structure, C35H40AsN2O6PPdTe.

Each line ends with the Löwdin charge.
Positions of all 87 atoms, in Å:
Pd (0.451, -0.830, 0.167)  0.761
C (-1.911, 5.472, -0.270)  -0.050
C (-1.626, 4.213, 0.503)  -0.230
O (-1.040, 3.246, -0.427)  -0.218
P (-0.019, 2.095, -0.141)  0.730
O (1.286, 2.602, 0.555)  -0.236
C (2.129, 3.669, -0.021)  -0.208
C (2.315, 4.746, 1.012)  -0.050
O (0.471, 1.787, -1.628)  -0.335
C (-0.434, 1.703, -2.776)  -0.253
C (-0.187, 2.886, -3.676)  -0.047
H (-2.381, 6.201, 0.390)  0.093
H (-2.592, 5.275, -1.098)  0.089
H (-0.993, 5.911, -0.662)  0.084
H (-2.526, 3.762, 0.913)  0.114
H (-0.921, 4.372, 1.314)  0.106
H (1.655, 4.038, -0.929)  0.116
H (3.066, 3.187, -0.288)  0.122
H (1.361, 5.192, 1.294)  0.074
H (2.946, 5.534, 0.600)  0.096
H (2.799, 4.352, 1.905)  0.090
H (-1.462, 1.673, -2.415)  0.108
H (-0.206, 0.751, -3.249)  0.099
H (-0.455, 3.816, -3.176)  0.078
H (-0.797, 2.794, -4.576)  0.093
H (0.858, 2.931, -3.979)  0.090
O (-0.530, -1.224, -1.649)  -0.628
As (-1.593, -2.513, -1.268)  1.251
C (-2.630, -2.914, -2.807)  -0.311
C (-2.486, -2.145, -3.954)  -0.084
C (-3.249, -2.453, -5.071)  -0.056
C (-4.143, -3.514, -5.029)  -0.048
C (-4.281, -4.278, -3.877)  -0.055
C (-3.522, -3.981, -2.757)  -0.086
C (-2.634, -1.804, 0.183)  -0.302
C (-2.990, -2.492, 1.338)  -0.076
C (-3.697, -1.838, 2.337)  -0.056
C (-4.057, -0.506, 2.183)  -0.057
C (-3.711, 0.180, 1.025)  -0.065
C (-2.999, -0.466, 0.027)  -0.107
C (-0.463, -3.991, -0.815)  -0.306
C (0.726, -4.047, -1.542)  -0.117
C (1.621, -5.080, -1.321)  -0.061
C (1.327, -6.063, -0.385)  -0.047
C (0.134, -6.018, 0.322)  -0.050
C (-0.767, -4.986, 0.107)  -0.082
H (-1.780, -1.325, -3.977)  0.095
H (-3.145, -1.867, -5.974)  0.115
H (-4.737, -3.751, -5.903)  0.118
H (-4.976, -5.106, -3.852)  0.117
H (-3.627, -4.584, -1.862)  0.110
H (-2.722, -3.527, 1.487)  0.088
H (-3.978, -2.375, 3.234)  0.118
H (-4.625, -0.007, 2.959)  0.116
H (-4.005, 1.213, 0.893)  0.114
H (-2.728, 0.070, -0.875)  0.098
H (0.946, -3.288, -2.282)  0.087
H (2.544, -5.123, -1.885)  0.118
H (2.023, -6.874, -0.215)  0.118
H (-0.102, -6.793, 1.039)  0.118
H (-1.695, -4.987, 0.659)  0.089
C (-1.645, 2.121, 4.417)  0.026
N (-0.989, 0.947, 3.829)  -0.018
C (-0.699, -0.142, 4.617)  -0.005
C (-0.089, -1.253, 4.156)  0.050
C (0.276, -1.255, 2.772)  -0.482
O (0.802, -2.171, 2.098)  -0.039
N (-0.007, -0.143, 2.049)  0.047
C (-0.627, 0.942, 2.508)  -0.449
O (-0.869, 1.925, 1.763)  -0.066
H (-2.433, 1.787, 5.086)  0.103
H (-2.075, 2.716, 3.619)  0.089
H (-0.923, 2.721, 4.968)  0.110
H (-1.009, -0.042, 5.649)  0.146
H (0.116, -2.098, 4.793)  0.129
Te (2.701, -0.625, -1.309)  1.332
C (4.014, -1.972, -0.477)  -0.639
C (5.287, -2.059, -1.060)  -0.151
C (6.209, -2.957, -0.556)  -0.057
C (5.868, -3.766, 0.524)  -0.038
C (4.605, -3.679, 1.102)  -0.055
C (3.671, -2.787, 0.607)  -0.139
H (5.555, -1.430, -1.900)  0.095
H (7.193, -3.028, -0.998)  0.119
H (6.591, -4.467, 0.918)  0.119
H (4.350, -4.309, 1.944)  0.118
H (2.693, -2.723, 1.064)  0.063

Summary:
* net charge: +2
* relative energy (zero: lowest compared OMol25 entry of this formula, charge and spin): 0.000 eV
* multiplicity: 5
* maximum force: 0.642 eV Å⁻¹
* expectation value of S²: 6.0238
* Kohn-Sham gap (alpha / beta): 8.87 / 6.54 eV
* LUMO (alpha / beta): -4.5 / -7.5 eV



Among the records above, which one has the highest maximum force?
C35H39N4